Record 1
Entry from OMol25: a structure of composition C44H105AlAsF8N8O12S2 at a distorted geometry (ωB97M-V with the def2-TZVPD basis set).

Each line ends with the Mulliken charge.
Positions of all 181 atoms, in Å:
Al (3.231, -3.480, -2.577)  0.793
As (3.931, 0.385, -6.038)  2.028
F (4.281, -0.325, -7.574)  -0.469
F (2.261, 0.661, -6.524)  -0.417
F (3.663, 1.092, -4.417)  -0.670
F (5.608, 0.175, -5.512)  -0.535
F (4.322, 1.972, -6.664)  -0.494
F (3.528, -1.133, -5.288)  -0.483
N (1.759, -1.330, -1.651)  0.307
S (1.106, -0.026, -2.217)  0.530
O (1.785, 1.203, -1.909)  -0.064
O (-0.346, 0.045, -2.219)  -0.195
F (1.475, -0.261, -3.764)  -0.485
S (1.095, -1.217, -0.106)  0.759
O (-0.202, -1.798, 0.045)  -0.731
O (1.380, -0.045, 0.667)  -0.519
F (2.037, -2.341, 0.494)  -0.305
C (-3.280, 3.727, 3.839)  -1.944
C (-2.348, 3.110, 2.802)  1.581
C (-2.380, 1.582, 3.049)  -1.498
C (-1.726, 0.730, 1.971)  0.536
C (-2.309, 1.120, 0.625)  -1.323
C (-2.167, 2.631, 0.340)  2.625
N (-2.763, 3.381, 1.439)  0.544
O (-2.822, 4.749, 1.159)  -0.422
C (-0.726, 3.013, 0.021)  -0.934
C (-3.082, 2.869, -0.881)  -1.942
C (-0.877, 3.538, 3.132)  -1.580
H (-3.448, 4.799, 3.772)  0.362
H (-3.038, 3.431, 4.859)  0.368
H (-4.250, 3.242, 3.676)  0.523
H (-1.949, 1.365, 4.028)  0.219
H (-3.439, 1.310, 3.135)  0.575
H (-1.799, -0.343, 2.141)  0.730
H (-0.675, 1.027, 1.929)  -0.881
H (-3.354, 0.815, 0.525)  0.746
H (-1.794, 0.645, -0.213)  -0.533
H (-0.528, 4.046, 0.316)  0.645
H (0.045, 2.366, 0.440)  -0.110
H (-0.548, 3.017, -1.055)  -0.171
H (-2.858, 3.880, -1.238)  0.551
H (-2.791, 2.226, -1.712)  -0.013
H (-4.146, 2.796, -0.672)  0.451
H (-0.047, 2.958, 2.736)  -0.025
H (-0.729, 3.606, 4.213)  0.470
H (-0.750, 4.589, 2.850)  0.551
H (-3.772, 4.920, 1.074)  0.370
C (3.664, -0.599, 4.293)  -1.860
C (2.350, -0.060, 4.903)  1.654
C (1.392, -1.243, 4.843)  -0.992
C (0.048, -0.978, 5.533)  0.848
C (0.222, -0.448, 6.943)  -1.801
C (1.366, 0.565, 7.154)  2.092
N (2.529, 0.210, 6.319)  0.283
O (3.661, 1.014, 6.572)  -0.424
C (0.876, 1.991, 6.831)  -1.860
C (1.787, 0.493, 8.618)  -1.911
C (1.896, 1.080, 3.967)  -0.997
H (4.145, -1.424, 4.814)  0.598
H (4.379, 0.224, 4.197)  0.454
H (3.489, -0.875, 3.251)  -0.083
H (1.141, -1.507, 3.813)  -0.081
H (1.879, -2.090, 5.328)  0.540
H (-0.573, -1.865, 5.403)  0.600
H (-0.505, -0.220, 4.965)  -0.977
H (0.203, -1.226, 7.708)  0.340
H (-0.683, 0.119, 7.191)  0.502
H (1.666, 2.697, 6.556)  0.347
H (0.137, 2.027, 6.030)  0.198
H (0.480, 2.477, 7.726)  0.449
H (2.071, -0.558, 8.766)  0.494
H (2.724, 1.011, 8.823)  0.425
H (1.036, 0.702, 9.373)  0.417
H (0.858, 1.394, 4.097)  -0.086
H (2.000, 0.770, 2.929)  0.006
H (2.448, 2.010, 4.119)  0.562
H (4.089, 0.480, 7.257)  0.391
C (-8.080, -2.509, -1.791)  -1.803
C (-6.970, -3.493, -1.375)  1.385
C (-6.182, -3.862, -2.666)  -1.049
C (-4.982, -4.732, -2.302)  -0.867
C (-4.034, -3.975, -1.358)  0.542
C (-4.714, -3.306, -0.157)  2.146
N (-6.031, -2.765, -0.522)  0.527
O (-6.694, -2.284, 0.623)  -0.517
C (-4.803, -4.373, 0.965)  -1.825
C (-3.822, -2.155, 0.347)  -2.132
C (-7.665, -4.735, -0.768)  -1.756
H (-8.539, -1.998, -0.950)  0.424
H (-8.821, -3.005, -2.414)  0.432
H (-7.590, -1.774, -2.438)  0.337
H (-6.824, -4.420, -3.347)  0.428
H (-5.895, -2.912, -3.120)  0.133
H (-4.496, -5.015, -3.237)  0.481
H (-5.319, -5.635, -1.793)  0.423
H (-3.509, -3.219, -1.948)  -1.146
H (-3.266, -4.688, -1.056)  0.196
H (-3.786, -4.632, 1.263)  0.399
H (-5.280, -3.986, 1.865)  0.400
H (-5.294, -5.273, 0.596)  0.431
H (-2.784, -2.401, 0.594)  0.013
H (-3.650, -1.493, -0.508)  0.101
H (-4.232, -1.695, 1.245)  0.947
H (-7.111, -5.669, -0.829)  0.287
H (-8.618, -4.876, -1.272)  0.478
H (-7.885, -4.482, 0.272)  0.362
H (-6.632, -1.323, 0.540)  0.355
C (-3.340, -0.953, -3.703)  0.540
O (-4.092, 0.091, -4.297)  -0.602
H (-2.741, -1.331, -4.531)  0.286
H (-2.703, -0.678, -2.859)  -0.078
H (-4.007, -1.767, -3.395)  -0.502
H (-4.784, 0.441, -3.731)  0.309
C (6.680, 0.560, -2.004)  -1.066
C (6.019, -0.800, -1.801)  -0.045
C (5.203, -0.944, -0.501)  -0.193
O (4.923, -2.329, -0.444)  -0.038
C (5.080, -2.890, 0.867)  -0.485
N (5.181, -1.143, -2.944)  0.014
H (7.318, 0.556, -2.892)  0.417
H (7.249, 0.905, -1.141)  0.428
H (5.944, 1.308, -2.308)  -0.048
H (6.829, -1.530, -1.721)  0.278
H (4.241, -0.422, -0.560)  -0.248
H (5.771, -0.521, 0.332)  0.605
H (6.154, -2.853, 1.060)  0.430
H (4.687, -3.901, 0.886)  0.040
H (4.588, -2.294, 1.639)  0.019
H (4.637, -0.329, -3.244)  -0.177
H (5.842, -1.158, -3.727)  0.333
C (-0.716, 3.088, -4.064)  -0.879
C (-0.272, 2.760, -5.465)  0.589
C (1.142, 3.202, -5.760)  -0.693
O (1.075, 4.613, -5.886)  -0.393
C (2.314, 5.294, -5.909)  -0.521
N (-0.471, 1.321, -5.684)  -0.410
H (-0.039, 2.685, -3.304)  -0.383
H (-1.743, 2.771, -3.901)  0.392
H (-0.651, 4.158, -3.819)  0.475
H (-0.943, 3.243, -6.180)  0.464
H (1.569, 2.826, -6.698)  0.516
H (1.922, 2.991, -5.015)  0.160
H (2.718, 5.504, -4.920)  0.085
H (2.162, 6.207, -6.485)  0.298
H (3.007, 4.728, -6.541)  0.315
H (0.152, 0.754, -5.104)  -0.038
H (-1.402, 1.047, -5.366)  0.342
C (1.075, -7.210, 0.178)  -1.576
C (1.317, -6.003, -0.732)  -0.005
C (0.081, -5.192, -1.114)  -0.510
O (0.396, -4.225, -2.089)  -0.195
C (-0.749, -3.490, -2.476)  -0.385
N (2.352, -5.110, -0.162)  -0.191
H (1.972, -7.714, 0.535)  0.438
H (0.487, -8.003, -0.292)  0.415
H (0.479, -6.924, 1.052)  0.335
H (1.771, -6.390, -1.651)  0.240
H (-0.385, -4.741, -0.226)  0.153
H (-0.711, -5.856, -1.483)  0.495
H (-1.232, -2.978, -1.641)  -0.035
H (-1.438, -4.116, -3.048)  0.490
H (-0.457, -2.667, -3.131)  0.039
H (1.860, -4.606, 0.575)  0.029
H (3.071, -5.666, 0.287)  0.273
C (3.211, 5.139, -1.809)  -1.427
C (3.694, 4.294, -0.615)  0.233
C (2.766, 4.529, 0.592)  0.400
O (3.103, 5.760, 1.147)  -0.426
C (2.486, 6.061, 2.370)  -0.515
N (3.760, 2.884, -0.947)  -0.043
H (2.142, 5.041, -2.013)  0.224
H (3.795, 5.014, -2.720)  0.373
H (3.302, 6.199, -1.542)  0.537
H (4.671, 4.647, -0.280)  0.577
H (2.873, 3.684, 1.284)  0.179
H (1.739, 4.452, 0.207)  -0.417
H (3.024, 6.880, 2.838)  0.300
H (2.458, 5.203, 3.055)  0.110
H (1.430, 6.331, 2.245)  0.275
H (4.439, 2.733, -1.690)  0.172
H (2.881, 2.625, -1.413)  0.124

Summary:
E_HOMO, eV: -10.540
Kohn-Sham gap, eV: 1.5
Total charge: +1

=====

Record 2
Entry from OMol25: a cluster of 10 separate species, C44H105N3O5 in total at a distorted geometry (ωB97M-V with the def2-TZVPD basis set).

Each line ends with the Mulliken charge.
Positions of all 157 atoms, in Å:
C (3.357, 6.190, 2.686)  -0.825
C (4.756, 5.767, 2.298)  0.575
N (4.888, 5.281, 1.092)  -0.349
O (5.741, 6.018, 2.986)  -0.629
H (3.128, 7.214, 2.979)  0.331
H (3.221, 5.704, 3.652)  0.261
H (2.506, 6.008, 2.031)  0.181
H (5.865, 5.110, 0.899)  0.249
H (4.278, 5.725, 0.420)  0.214
C (-1.460, 5.618, -3.937)  -0.928
C (-0.674, 6.376, -4.933)  0.663
N (-1.061, 7.590, -5.370)  -0.402
O (0.286, 5.933, -5.485)  -0.598
H (-1.418, 5.967, -2.905)  0.286
H (-1.039, 4.614, -3.994)  0.203
H (-2.504, 5.717, -4.234)  0.389
H (-1.784, 8.158, -4.953)  0.173
H (-0.494, 8.088, -6.042)  0.232
C (-1.958, 3.781, 4.291)  -0.460
C (-3.059, 4.671, 3.754)  0.608
N (-2.706, 5.782, 3.095)  -0.417
O (-4.249, 4.309, 3.864)  -0.624
H (-1.537, 4.367, 5.108)  0.458
H (-1.131, 3.571, 3.612)  0.189
H (-2.510, 2.943, 4.717)  -0.209
H (-3.547, 6.071, 2.617)  0.270
H (-1.865, 6.299, 3.308)  0.218
C (1.280, -1.674, -2.998)  -0.916
C (2.678, -1.917, -2.364)  0.219
C (3.217, -3.387, -2.641)  -0.736
C (4.438, -3.583, -1.664)  -0.431
C (5.766, -2.847, -2.163)  -0.140
C (7.060, -3.169, -1.388)  -1.374
H (0.945, -0.697, -2.650)  0.287
H (0.561, -2.461, -2.767)  -0.046
H (1.435, -1.463, -4.056)  0.277
H (3.327, -1.081, -2.626)  0.158
H (2.615, -1.675, -1.303)  0.123
H (3.347, -3.557, -3.710)  0.448
H (2.396, -4.095, -2.530)  0.193
H (4.310, -3.139, -0.676)  0.054
H (4.604, -4.654, -1.550)  0.441
H (6.046, -3.096, -3.187)  0.373
H (5.737, -1.758, -2.137)  0.114
H (7.252, -4.235, -1.266)  0.397
H (7.881, -2.595, -1.818)  0.367
H (6.993, -2.875, -0.341)  0.225
C (-2.280, -3.998, 4.508)  -1.075
C (-3.706, -4.411, 4.176)  -0.411
C (-4.718, -3.302, 3.742)  0.210
C (-4.438, -2.598, 2.450)  0.024
C (-4.041, -3.504, 1.264)  0.021
C (-5.031, -4.560, 0.945)  -0.288
H (-1.769, -3.545, 3.658)  0.144
H (-1.651, -4.789, 4.916)  0.399
H (-2.198, -3.217, 5.264)  0.222
H (-3.649, -5.193, 3.418)  0.119
H (-3.994, -5.007, 5.042)  0.476
H (-4.652, -2.453, 4.423)  -0.457
H (-5.720, -3.730, 3.733)  0.365
H (-5.384, -2.081, 2.284)  0.392
H (-3.598, -1.917, 2.589)  -0.430
H (-4.064, -2.798, 0.434)  0.430
H (-3.039, -3.910, 1.404)  0.034
H (-6.000, -4.085, 1.100)  0.366
H (-4.844, -4.808, -0.099)  -0.569
H (-4.884, -5.407, 1.616)  0.302
C (-1.501, 0.074, 0.252)  -0.562
C (-0.966, 0.336, 1.635)  -0.068
C (-0.462, 1.801, 1.832)  -1.072
C (0.619, 2.341, 0.859)  -0.574
C (0.014, 3.453, -0.114)  -0.334
C (1.215, 3.886, -1.109)  -1.026
H (-2.141, 0.926, 0.023)  0.357
H (-2.028, -0.876, 0.346)  0.015
H (-0.737, 0.058, -0.525)  0.065
H (-1.772, 0.103, 2.332)  -0.067
H (-0.046, -0.223, 1.803)  0.286
H (-0.074, 1.969, 2.837)  0.672
H (-1.344, 2.441, 1.791)  0.401
H (1.379, 2.767, 1.514)  0.417
H (1.197, 1.586, 0.325)  0.108
H (-0.902, 3.173, -0.635)  0.369
H (-0.266, 4.300, 0.512)  0.273
H (2.124, 4.412, -0.814)  0.165
H (1.609, 2.999, -1.604)  0.176
H (0.895, 4.528, -1.930)  0.303
C (-5.396, -6.541, -3.887)  -1.359
C (-4.422, -5.469, -3.220)  -0.118
C (-2.908, -6.033, -3.349)  -1.010
C (-1.771, -5.114, -2.648)  -0.914
C (-2.040, -4.694, -1.254)  0.478
C (-0.908, -3.969, -0.543)  -0.400
H (-5.223, -6.658, -4.957)  0.351
H (-6.454, -6.281, -3.880)  0.381
H (-5.246, -7.443, -3.294)  0.326
H (-4.643, -4.465, -3.582)  0.421
H (-4.711, -5.468, -2.169)  -0.155
H (-2.584, -6.184, -4.378)  0.436
H (-2.763, -7.039, -2.957)  0.415
H (-0.825, -5.606, -2.874)  0.446
H (-1.655, -4.189, -3.213)  0.282
H (-2.993, -4.173, -1.165)  -0.159
H (-2.171, -5.612, -0.681)  0.278
H (-1.243, -3.448, 0.354)  -0.064
H (-0.031, -4.551, -0.261)  0.429
H (-0.627, -3.151, -1.206)  -0.316
C (-5.870, 0.871, 3.924)  -1.343
C (-4.666, 0.975, 4.950)  0.101
C (-4.746, 0.114, 6.239)  -0.498
C (-3.637, 0.176, 7.283)  -0.811
C (-3.334, 1.396, 8.154)  0.000
C (-2.507, 1.132, 9.405)  -1.347
H (-6.770, 1.182, 4.455)  0.382
H (-6.003, -0.124, 3.499)  0.192
H (-5.659, 1.640, 3.182)  0.359
H (-3.694, 0.966, 4.457)  -0.062
H (-4.655, 2.056, 5.093)  0.497
H (-4.938, -0.894, 5.874)  0.044
H (-5.661, 0.463, 6.718)  0.313
H (-3.780, -0.734, 7.865)  0.441
H (-2.694, -0.112, 6.819)  0.287
H (-2.767, 2.162, 7.625)  0.092
H (-4.321, 1.782, 8.409)  0.325
H (-2.404, 2.013, 10.038)  0.373
H (-3.099, 0.412, 9.971)  0.332
H (-1.524, 0.734, 9.154)  0.323
C (2.585, 1.801, -5.049)  -0.896
C (3.960, 1.282, -5.161)  -0.294
C (4.123, 0.188, -6.189)  -0.603
C (4.009, 0.546, -7.678)  -0.653
C (5.247, 1.242, -8.200)  -0.591
C (5.116, 2.803, -8.131)  -1.203
H (1.969, 0.918, -4.883)  0.156
H (2.430, 2.371, -5.965)  0.335
H (2.464, 2.583, -4.300)  0.255
H (4.726, 2.047, -5.282)  0.380
H (4.275, 0.816, -4.228)  0.140
H (3.436, -0.591, -5.858)  0.168
H (5.071, -0.350, -6.157)  0.447
H (3.928, -0.396, -8.221)  0.319
H (3.095, 1.120, -7.830)  0.326
H (6.124, 0.697, -7.854)  0.372
H (5.350, 0.956, -9.247)  0.412
H (4.645, 3.264, -7.263)  0.297
H (6.078, 3.312, -8.074)  0.323
H (4.534, 3.107, -9.000)  0.318
O (6.166, -1.326, 2.700)  -0.561
C (5.677, 0.028, 2.545)  -0.193
C (5.514, 0.254, 0.979)  -0.640
O (4.452, -0.492, 0.383)  -0.275
H (5.772, -1.943, 2.079)  0.313
H (4.782, 0.132, 3.158)  0.226
H (6.426, 0.658, 3.026)  0.312
H (6.422, 0.089, 0.399)  0.288
H (5.318, 1.308, 0.778)  0.338
H (3.579, -0.195, 0.651)  0.166

Summary:
SMILES: CC(N)=O.CC(N)=O.CC(N)=O.CCCCCC.CCCCCC.CCCCCC.CCCCCC.CCCCCC.CCCCCC.OCCO
E_HOMO, eV: -9.975
Kohn-Sham gap, eV: 10.0